Computed, not measured: a 2-piece molecular cluster, C2H6O2 overall at a distorted geometry, with ωB97M-V/def2-TZVPD.

The SMILES is C=CO.O. As for the gap between HOMO and LUMO: 8.828 eV. As for the energy above the lowest of the compared OMol25 structures with the same formula, charge and spin: 3.244 eV. As for the LUMO energy: 0.49 eV.

XYZ file:
```
10
Properties=species:S:1:pos:R:3:forces:R:3:mulliken_charge:R:1
C -0.4836 -1.3423 -2.3161 -1.2 1.0 -1.4 -0.63
C -1.1227 -0.5605 -1.4165 0.3 -0.4 2.5 -0.02
O -1.6539 0.7168 -1.5004 -0.6 -0.8 -1.1 -0.50
H 0.5163 -1.7471 -2.3341 -0.5 -1.2 1.2 0.29
H -1.0653 -1.4906 -3.2265 0.9 1.3 -0.9 0.22
H -1.4039 -0.9074 -0.4130 1.3 0.1 0.4 0.29
H -0.8785 1.2686 -1.6512 -0.2 0.1 -0.5 0.35
O 2.2899 1.5603 4.0620 -0.1 -0.2 0.2 -0.64
H 1.3779 1.7798 4.2738 0.0 0.1 -0.1 0.32
H 2.4237 0.7225 4.5221 0.1 0.1 -0.1 0.32
```
Positions in Å, forces in eV/Å.